Below is C3H4BF2IN2O5SSeTi as an isolated structure, with properties calculated with ωB97M-V with the def2-TZVPD basis set.

XYZ file:
```
21
Properties=species:S:1:pos:R:3:forces:R:3:nbo_charge:R:1
Ti -1.0869 -0.0304 -0.5232 -0.363 -0.056 -0.315 1.47
O 0.6411 -3.0566 -0.1376 0.102 -0.050 -0.057 -0.94
S 0.7314 -1.8989 -0.9705 -0.257 0.000 0.265 2.57
O 1.7036 -1.8433 -2.0034 0.049 0.030 -0.028 -0.91
O -0.7007 -1.5718 -1.5607 -0.211 0.361 0.084 -0.91
O 0.7607 -0.6333 -0.0684 0.022 0.040 0.187 -0.99
F 0.1453 2.6609 -1.6533 0.025 -0.009 0.067 -0.49
B -0.1809 1.4229 -1.9596 -0.138 -0.096 -0.152 0.47
F -2.8033 0.3986 -0.8319 0.541 -0.130 0.038 -0.53
Se 0.0837 0.7465 -3.7882 0.059 0.101 0.103 0.23
C 0.7203 2.3399 -4.4884 -0.029 -0.004 0.012 0.01
N 1.1201 3.3278 -4.9213 0.000 -0.013 -0.019 -0.32
N 0.7717 0.8895 2.7439 -0.106 0.008 0.035 -0.73
C -0.2564 0.2533 2.2137 0.195 0.059 0.101 0.74
O -0.9588 0.8138 1.3408 0.112 -0.154 -0.362 -0.66
C -0.5226 -1.1434 2.7187 -0.037 -0.033 -0.027 -0.67
I -2.2400 -2.0116 1.8350 0.072 -0.039 0.124 0.26
H 1.0277 1.7929 2.3750 0.004 -0.005 0.001 0.43
H 1.3759 0.4479 3.4161 -0.013 0.000 0.009 0.42
H -0.6595 -1.1285 3.7977 -0.010 -0.002 -0.005 0.26
H 0.3275 -1.7762 2.4656 -0.017 -0.009 -0.061 0.29
```
Forces are in eV/Å.

ΔE to the lowest compared entry with this formula, charge and spin: 118.79 kJ/mol
Total charge: 0
Orbital gap: 8.8206 eV

Below is one molecule with the formula CH5N3OS, with properties calculated with ωB97M-V with the def2-TZVPD basis set.

XYZ file:
```
11
Properties=species:S:1:pos:R:3:forces:R:3:nbo_charge:R:1
H 1.3957 -1.5667 -0.5730 0.065 0.203 0.289 0.36
N 1.1570 -0.8220 0.0915 -0.634 -0.157 -0.658 -0.72
C 0.0336 -0.3439 -0.2634 0.761 -0.103 0.356 0.52
N -0.8408 -0.8187 -1.2699 -0.248 0.550 -0.143 -0.36
O -0.2680 -1.8535 -2.0069 0.122 -0.453 -0.249 -0.57
N -0.5403 0.7571 0.3569 0.369 0.351 0.158 -0.78
S 0.3074 1.6306 1.5476 -0.020 -0.401 -0.011 0.20
H -1.0748 -0.0704 -1.9330 0.109 -0.372 0.391 0.37
H -0.8057 -2.6317 -1.8067 0.044 0.178 -0.006 0.48
H -1.5133 0.6533 0.5498 -0.547 -0.031 0.012 0.40
H 0.5912 0.6017 2.3866 -0.020 0.236 -0.140 0.11
```
Forces are in eV/Å.

Structure (SMILES): [H]/N=C(\NO)NS
ΔE to the lowest compared entry with this formula, charge and spin: 121.44 kJ/mol
Total charge: 0
Orbital gap: 9.9546 eV

Below is one molecule with the formula CH7N2O2P in a non-equilibrium geometry, with properties calculated with ωB97M-V with the def2-TZVPD basis set.

XYZ file:
```
13
Properties=species:S:1:pos:R:3:forces:R:3:nbo_charge:R:1
C 0.9305 0.1629 -1.1327 -0.192 0.967 -4.241 -0.44
N 0.1679 -0.2275 -0.0130 -0.012 -3.374 1.461 -0.63
N 0.2869 -1.7741 0.3206 0.940 2.072 0.554 -0.69
P -1.4803 0.3182 0.3082 0.213 -1.513 -3.193 1.49
O -1.7058 -0.0983 1.7948 1.153 1.559 3.203 -0.99
O -0.9271 1.7828 0.5447 0.115 3.742 -0.339 -1.03
H 0.8367 1.2370 -1.5725 -0.274 -1.385 1.685 0.22
H 1.9923 0.0063 -1.0713 0.582 -0.070 0.795 0.20
H 0.6995 -0.3851 -2.1242 -0.148 0.137 1.301 0.16
H 1.1004 -1.7996 0.9741 -1.032 0.204 -0.477 0.35
H 0.6078 -2.4113 -0.4261 -0.488 1.164 -0.433 0.35
H -1.2172 0.6296 2.3497 -1.091 -2.106 -0.983 0.50
H -1.2915 2.5591 0.0479 0.236 -1.396 0.666 0.52
```
Forces are in eV/Å.

Structure (SMILES): CN(N)P(O)O
ΔE to the lowest compared entry with this formula, charge and spin: 248.42 kJ/mol
Total charge: 0
Orbital gap: 8.9754 eV

Below is one molecule with the formula C19H27N5O4S, with properties calculated with ωB97M-V with the def2-TZVPD basis set.

XYZ file:
```
56
Properties=species:S:1:pos:R:3:forces:R:3:nbo_charge:R:1
C -4.1594 1.6382 -3.9968 0.000 0.002 0.003 -0.60
C -4.9822 0.3498 -4.0425 0.002 0.001 -0.005 -0.41
C -5.5981 0.0138 -2.7221 0.006 0.009 -0.004 -0.14
C -6.9391 0.0675 -2.3231 -0.008 -0.013 0.006 -0.01
N -7.1402 -0.2755 -1.0500 0.003 0.009 -0.004 -0.28
N -5.9105 -0.5580 -0.6009 0.004 -0.001 -0.003 -0.16
C -5.5949 -0.9597 0.6548 -0.003 0.002 -0.004 0.08
C -4.2928 -1.2064 0.9330 -0.014 -0.100 -0.026 -0.30
C -3.3326 -1.0191 -0.1028 0.020 0.153 0.081 0.16
C -1.8894 -1.3574 0.1886 0.015 -0.076 -0.166 0.65
O -1.6242 -2.5092 0.5078 -0.016 0.026 0.115 -0.63
N -0.9656 -0.3875 0.0507 -0.006 -0.004 -0.010 -0.42
C -1.2715 1.0062 -0.2354 0.000 0.004 0.011 -0.40
C 0.4600 -0.7338 0.1337 0.009 -0.016 -0.009 -0.05
C 0.9000 -1.6585 -0.9937 0.001 0.007 0.002 -0.63
C 0.8248 -1.2779 1.5220 -0.006 0.004 0.003 -0.23
N 2.2427 -1.1015 1.7900 0.003 0.004 0.000 -0.61
C 2.7388 0.1280 2.0497 0.004 -0.010 0.004 0.70
O 2.0315 1.0998 2.2424 -0.003 0.004 0.000 -0.62
C 4.2708 0.2236 2.0884 -0.003 0.002 -0.009 -0.37
C 4.9125 -0.8974 2.9043 0.006 0.001 0.003 -0.61
C 4.7437 1.6048 2.5489 0.001 -0.001 0.004 -0.41
C 6.0783 1.9015 1.8583 0.002 0.002 -0.002 -0.41
C 5.8531 1.6293 0.3763 0.002 0.006 -0.001 -0.67
S 4.8568 0.1405 0.3403 -0.002 0.004 0.015 2.16
O 5.7104 -1.0119 0.1908 0.007 -0.012 -0.001 -0.94
O 3.7422 0.3158 -0.5568 -0.010 0.002 -0.010 -0.94
N -3.6286 -0.6220 -1.3074 0.001 0.002 0.001 -0.41
C -4.9364 -0.3968 -1.5763 -0.002 -0.006 0.009 0.29
H -3.7164 1.8564 -4.9694 -0.001 -0.001 -0.001 0.21
H -4.7821 2.4857 -3.7066 0.000 0.000 0.000 0.20
H -3.3528 1.5465 -3.2683 0.000 0.000 0.000 0.21
H -5.7740 0.4389 -4.7892 0.000 0.000 0.001 0.21
H -4.3417 -0.4749 -4.3637 -0.001 0.000 0.001 0.22
H -7.7903 0.3449 -2.9265 0.000 0.000 0.000 0.21
H -6.4202 -1.0557 1.3447 0.001 -0.001 0.001 0.23
H -3.9845 -1.5544 1.9065 -0.003 0.000 0.001 0.24
H -2.3179 1.2211 -0.0443 -0.002 -0.002 -0.002 0.22
H -0.6639 1.6373 0.4142 0.000 0.000 -0.001 0.21
H -1.0537 1.2525 -1.2770 0.002 -0.002 -0.001 0.20
H 0.9900 0.2126 0.0255 -0.004 0.004 -0.001 0.23
H 1.9828 -1.7853 -0.9604 -0.001 -0.001 0.000 0.22
H 0.4145 -2.6297 -0.9132 -0.003 -0.001 0.004 0.23
H 0.6542 -1.2203 -1.9617 0.001 0.002 0.001 0.22
H 0.2661 -0.7351 2.2838 0.003 0.001 -0.001 0.22
H 0.5802 -2.3338 1.6014 0.001 -0.001 -0.002 0.23
H 2.8760 -1.8344 1.5190 0.001 0.000 0.000 0.40
H 4.4691 -0.9080 3.9005 -0.002 0.000 -0.001 0.23
H 4.7843 -1.8775 2.4497 -0.002 0.000 0.001 0.23
H 5.9850 -0.7336 3.0000 0.000 0.000 -0.001 0.22
H 3.9949 2.3445 2.2647 -0.001 -0.001 -0.001 0.25
H 4.8300 1.6256 3.6355 0.000 -0.001 -0.001 0.23
H 6.3890 2.9324 2.0215 -0.001 0.000 0.000 0.23
H 6.8708 1.2557 2.2409 -0.001 -0.001 0.000 0.21
H 5.2581 2.4093 -0.0968 0.000 0.000 0.001 0.25
H 6.7525 1.4334 -0.2028 0.001 0.000 0.001 0.26
```
Forces are in eV/Å.

Structure (SMILES): CCc1cnn2ccc(C(=O)N(C)[C@H](C)CNC(=O)[C@]3(C)CCCS3(=O)=O)nc12
ΔE to the lowest compared entry with this formula, charge and spin: 225.58 kJ/mol
Total charge: 0
Orbital gap: 8.6677 eV

- Look up the orbital gap of the second one.
  9.9546 eV

- orbital gap of number 1 (C3H4BF2IN2O5SSeTi)?
  8.8206 eV

- ΔE to the lowest compared entry with this formula, charge and spin of number 4 (C19H27N5O4S)?
  225.58 kJ/mol